(1)
{"formula": "C27H20F6InN7OP", "method": "ωB97M-V with the def2-TZVPD basis set", "elements": ["In", "C", "C", "C", "C", "N", "C", "C", "C", "C", "C", "C", "N", "C", "C", "C", "C", "C", "N", "H", "H", "H", "H", "H", "H", "H", "H", "H", "H", "H", "F", "P", "F", "F", "F", "F", "F", "N", "C", "C", "C", "C", "C", "C", "N", "C", "C", "C", "C", "N", "C", "C", "H", "H", "H", "H", "H", "H", "H", "H", "H", "O", "N"], "positions_angstrom": [[0.350, 1.735, -0.320], [3.224, 1.531, 3.221], [3.041, 2.768, 3.823], [2.004, 3.586, 3.392], [1.206, 3.173, 2.324], [1.440, 1.995, 1.733], [2.396, 1.184, 2.165], [0.069, 3.981, 1.819], [-0.408, 5.137, 2.442], [-1.490, 5.799, 1.876], [-2.092, 5.292, 0.733], [-1.595, 4.110, 0.181], [-0.541, 3.523, 0.733], [-2.194, 3.420, -0.984], [-3.372, 3.855, -1.594], [-3.900, 3.126, -2.650], [-3.248, 1.978, -3.078], [-2.070, 1.618, -2.443], [-1.581, 2.320, -1.432], [3.991, 0.852, 3.562], [3.689, 3.096, 4.624], [1.834, 4.531, 3.884], [2.499, 0.235, 1.651], [0.022, 5.505, 3.359], [-1.879, 6.696, 2.339], [-2.940, 5.804, 0.309], [-3.880, 4.740, -1.247], [-4.813, 3.453, -3.126], [-3.643, 1.377, -3.881], [-1.491, 0.755, -2.755], [1.342, 1.595, -2.555], [3.194, 4.016, -1.238], [3.179, 3.810, -2.764], [3.018, 5.358, -0.508], [4.733, 4.027, -1.133], [1.527, 3.929, -1.273], [3.104, 2.676, -0.406], [0.295, -5.833, -0.908], [-0.112, -7.047, -0.415], [-0.003, -8.349, -0.871], [-0.594, -9.377, -0.126], [-1.414, -9.095, 0.970], [-1.568, -7.796, 1.417], [-0.975, -6.741, 0.690], [-1.061, -5.415, 0.788], [-0.276, -4.870, -0.137], [-0.105, -3.432, -0.252], [0.700, -2.822, -1.224], [0.813, -1.441, -1.247], [0.186, -0.659, -0.372], [-0.581, -1.220, 0.566], [-0.759, -2.586, 0.659], [0.906, -5.721, -1.707], [0.433, -8.567, -1.841], [-0.429, -10.411, -0.406], [-1.882, -9.908, 1.508], [-2.051, -7.580, 2.363], [1.248, -3.395, -1.957], [1.437, -0.940, -1.978], [-1.065, -0.558, 1.272], [-1.386, -3.008, 1.432], [1.925, 2.587, -4.665], [1.596, 1.602, -4.340]], "forces_ev_per_angstrom": [[-0.3, 0.3, -0.5], [-0.1, 0.0, -0.1], [-0.1, -0.1, -0.1], [-0.2, -0.1, -0.3], [0.4, 0.4, 0.7], [-0.9, -0.2, -1.4], [0.6, -0.3, 0.4], [-0.3, 0.7, 0.4], [0.1, -0.4, -0.2], [0.0, -0.2, -0.1], [0.1, -0.3, -0.1], [-0.3, 0.7, 0.3], [0.5, -1.0, -0.5], [-0.8, 0.4, -0.4], [0.4, -0.1, 0.2], [0.1, -0.1, 0.1], [0.2, 0.0, 0.1], [-0.5, -0.3, -0.7], [1.4, -0.3, 0.9], [0.1, 0.0, 0.0], [0.0, 0.0, 0.1], [0.0, 0.1, 0.0], [0.1, 0.1, 0.0], [0.1, 0.0, 0.0], [0.0, 0.0, 0.0], [-0.1, 0.0, -0.1], [0.0, 0.1, 0.0], [-0.1, 0.0, 0.0], [0.0, 0.0, -0.1], [-0.1, 0.0, 0.0], [-0.6, -0.2, 1.8], [-0.8, -0.5, 0.5], [0.3, 0.4, 0.3], [0.4, -0.3, -0.4], [-0.1, 0.2, -0.1], [0.2, 0.0, 0.0], [0.3, 0.3, -0.2], [0.2, 0.6, -0.2], [-0.9, -1.1, 0.5], [0.6, 1.4, -1.0], [-0.9, -0.5, 0.9], [0.2, -0.1, 0.0], [-0.5, -0.5, 0.8], [1.6, 0.6, -1.8], [-0.5, 0.5, 1.2], [0.0, -1.4, -0.4], [0.2, 1.1, -0.2], [-0.2, -0.1, 0.3], [0.4, -0.2, -0.5], [0.1, 1.6, 0.2], [-0.3, -0.3, 0.4], [0.1, -0.3, -0.2], [0.0, 0.1, 0.1], [0.3, -0.1, 0.2], [0.0, 0.1, -0.1], [0.1, 0.0, 0.1], [-0.2, 0.0, -0.1], [0.0, 0.0, -0.1], [0.0, -0.1, 0.0], [-0.1, 0.0, 0.0], [0.0, 0.0, 0.0], [-0.6, -1.7, 0.5], [0.7, 1.6, -1.3]], "mulliken_spin": [-0.002, 0.000, 0.000, 0.000, 0.000, 0.000, 0.000, 0.000, 0.000, 0.000, 0.000, 0.000, 0.000, 0.000, 0.000, 0.000, 0.000, 0.000, 0.000, 0.000, 0.000, 0.000, 0.000, 0.000, 0.000, 0.000, 0.000, 0.000, 0.000, 0.000, 0.000, 0.000, 0.000, 0.000, 0.000, 0.000, 0.000, 0.051, -0.033, 0.211, 0.203, -0.026, 0.226, 0.177, 0.063, 0.066, 0.004, 0.014, -0.006, 0.018, -0.002, 0.027, -0.003, 0.002, 0.002, 0.005, -0.001, 0.001, 0.000, 0.001, 0.001, 0.000, 0.000], "multiplicity": 2, "homo_lumo_gap_ev": [6.8, 5.9], "total_charge": 4, "s_squared": 0.770, "homo_energy_ev": [-18.9, -18.9], "de_lowest_kcal_mol": 27.7}

(2)
{"formula": "C9H6N4O", "method": "ωB97M-V with the def2-TZVPD basis set", "elements": ["C", "C", "C", "C", "C", "C", "C", "C", "C", "N", "N", "N", "N", "O", "H", "H", "H", "H", "H", "H"], "positions_angstrom": [[-2.378, -1.113, 0.663], [-1.322, -0.728, 1.484], [-2.323, -0.955, -0.707], [0.372, 0.317, -2.528], [-0.160, -0.160, 0.976], [-1.161, -0.407, -1.243], [-0.098, -0.010, -0.404], [2.099, 0.972, -0.946], [0.887, 0.256, 1.941], [-0.819, -0.178, -2.556], [2.667, 1.207, 0.395], [0.886, 0.459, -1.256], [2.020, 0.921, 1.529], [0.771, 0.060, 3.136], [-3.257, -1.547, 1.113], [-1.379, -0.868, 2.552], [-3.134, -1.247, -1.351], [0.933, 0.599, -3.398], [2.784, 1.252, -1.721], [2.612, 1.169, 2.320]], "forces_ev_per_angstrom": [[-0.1, 0.0, -0.1], [0.3, 0.1, 0.0], [0.2, 0.1, 0.1], [-0.3, -0.1, -0.2], [-0.2, -0.1, 0.0], [0.5, 0.2, 0.6], [-0.6, -0.3, 0.1], [3.6, 1.4, 7.6], [0.0, -0.1, 0.3], [0.0, 0.0, -0.6], [-2.4, -1.0, -8.1], [-0.7, -0.3, -0.1], [0.3, 0.2, 1.0], [-0.1, 0.0, -0.2], [-0.1, 0.0, 0.0], [0.0, 0.0, 0.1], [-0.1, -0.1, -0.1], [0.2, 0.1, -0.1], [0.0, 0.0, -0.2], [-0.3, -0.2, -0.2]], "lowdin_charge": [-0.067, -0.011, 0.003, -0.121, -0.061, -0.223, -0.087, -0.031, -0.394, 0.132, 0.059, -0.008, 0.000, 0.084, 0.105, 0.118, 0.114, 0.131, 0.104, 0.151], "smiles": "O=C1NN=Cn2cnc3cccc1c32", "homo_lumo_gap_ev": [7.8, 7.8], "homo_energy_ev": [-8.3, -8.3], "de_lowest_kcal_mol": 17.3}

(3)
{"formula": "C2CdF6NO4S2", "method": "ωB97M-V with the def2-TZVPD basis set", "elements": ["C", "F", "F", "F", "Cd", "N", "S", "O", "O", "S", "O", "O", "C", "F", "F", "F"], "positions_angstrom": [[-1.001, -2.177, -0.311], [-1.673, -2.868, -1.259], [-0.139, -1.628, -1.213], [-1.449, -2.948, 0.680], [0.685, -1.056, 2.281], [-0.761, 0.927, -0.185], [-1.664, -0.163, 0.469], [-1.253, -0.552, 1.843], [-3.065, -0.013, 0.195], [0.616, 1.523, 0.413], [1.225, 0.634, 1.445], [0.502, 2.923, 0.735], [1.794, 1.373, -1.038], [1.518, 0.285, -1.716], [1.658, 2.437, -1.793], [3.010, 1.303, -0.545]], "forces_ev_per_angstrom": [[-7.1, 3.1, -4.8], [-0.9, 0.4, -0.5], [3.8, -0.9, 2.2], [3.6, -0.5, 3.0], [-0.2, -1.5, 1.1], [1.1, 0.4, 0.9], [-0.9, -3.3, -2.9], [-0.8, 0.5, 1.8], [1.5, 0.2, 0.7], [-2.0, 2.1, -1.0], [1.3, 1.5, -0.5], [0.5, -2.1, 0.0], [-0.2, 0.4, -0.1], [0.0, -0.3, -0.2], [-0.1, -0.1, 0.1], [0.4, 0.0, 0.2]], "lowdin_charge": [-0.426, 0.124, 0.072, 0.118, 1.598, -0.300, 0.666, -0.513, -0.215, 0.720, -0.498, -0.199, -0.703, 0.169, 0.205, 0.183], "homo_lumo_gap_ev": 5.9, "total_charge": 1, "homo_energy_ev": -14.3, "de_lowest_kcal_mol": 87.8}

(4)
{"formula": "CH7INP2", "method": "ωB97M-V with the def2-TZVPD basis set", "elements": ["C", "N", "P", "P", "I", "H", "H", "H", "H", "H", "H", "H"], "positions_angstrom": [[0.186, -0.094, 0.398], [-0.989, -0.186, -0.707], [0.250, 1.768, 0.949], [1.728, -0.659, -0.632], [-0.336, -1.310, 2.146], [-1.782, -0.567, -0.234], [-1.152, 0.786, -0.969], [-0.759, -0.829, -1.433], [-1.105, 1.865, 1.225], [-0.109, 2.269, -0.308], [2.777, -0.949, 0.140], [1.291, -2.094, -0.576]], "forces_ev_per_angstrom": [[0.1, 0.5, 0.0], [1.4, 0.4, 2.3], [0.5, -0.9, 0.0], [-2.7, -1.1, -1.6], [0.1, 0.5, -0.8], [-1.0, -0.1, 0.5], [-0.2, -0.3, -0.7], [0.3, -0.3, -1.2], [-0.6, -0.2, 0.6], [0.5, 0.2, -0.7], [1.1, 0.1, 1.9], [0.4, 1.4, -0.3]], "lowdin_charge": [-1.354, 0.075, 0.797, 0.787, 0.793, 0.096, 0.103, 0.105, -0.107, -0.111, -0.136, -0.047], "smiles": "[NH3+]C(P)(P)I", "homo_lumo_gap_ev": 9.2, "total_charge": 1, "homo_energy_ev": -13.6, "de_lowest_kcal_mol": 0.0}

(5)
{"formula": "C28H27F2NO2", "method": "ωB97M-V with the def2-TZVPD basis set", "elements": ["F", "C", "C", "C", "C", "C", "C", "C", "C", "C", "C", "C", "F", "C", "C", "C", "C", "H", "H", "H", "H", "H", "H", "H", "H", "H", "H", "H", "C", "C", "N", "C", "C", "C", "C", "C", "C", "C", "C", "C", "C", "C", "O", "O", "H", "H", "H", "H", "H", "H", "H", "H", "H", "H", "H", "H", "H", "H", "H", "H"], "positions_angstrom": [[-4.121, 2.601, 1.884], [-4.039, 1.240, 2.076], [-5.152, 0.458, 1.772], [-5.045, -0.933, 1.947], [-3.863, -1.498, 2.409], [-2.713, -0.699, 2.682], [-1.478, -1.308, 3.055], [-0.218, -0.745, 2.813], [0.027, 0.281, 1.919], [1.294, 0.876, 1.604], [2.423, 0.624, 2.410], [3.623, 1.259, 2.137], [4.665, 1.075, 3.007], [3.803, 2.074, 1.019], [2.698, 2.280, 0.179], [1.460, 1.721, 0.474], [-2.847, 0.712, 2.553], [-6.064, 0.919, 1.406], [-5.900, -1.569, 1.718], [-3.776, -2.579, 2.542], [-1.525, -2.296, 3.516], [0.641, -1.206, 3.300], [-0.800, 0.622, 1.292], [2.345, -0.065, 3.245], [4.777, 2.520, 0.828], [2.823, 2.899, -0.708], [0.600, 1.905, -0.168], [-2.018, 1.371, 2.808], [1.232, -4.363, 6.744], [2.371, -3.444, 7.173], [2.980, -2.675, 6.082], [4.269, -3.191, 5.594], [5.376, -3.024, 6.615], [2.268, -1.813, 5.265], [1.096, -1.185, 5.839], [0.846, 0.220, 5.828], [-0.017, 0.792, 6.943], [-0.501, 0.057, 8.038], [-1.350, 0.636, 8.994], [-1.685, 1.994, 8.904], [-1.177, 2.753, 7.837], [-0.359, 2.158, 6.875], [1.290, 1.014, 4.973], [2.717, -1.633, 4.103], [0.804, -4.843, 7.631], [0.437, -3.811, 6.235], [1.607, -5.149, 6.076], [2.011, -2.746, 7.941], [3.185, -4.034, 7.605], [4.142, -4.257, 5.346], [4.520, -2.654, 4.674], [6.309, -3.429, 6.215], [5.529, -1.962, 6.826], [5.147, -3.539, 7.551], [0.576, -1.784, 6.575], [-0.212, -0.990, 8.138], [-1.737, 0.028, 9.815], [-2.338, 2.454, 9.649], [-1.410, 3.816, 7.756], [0.024, 2.748, 6.041]], "forces_ev_per_angstrom": [[0.1, -1.3, 0.3], [-0.1, 0.6, -0.1], [0.6, -0.3, 0.1], [0.1, 0.3, 0.0], [0.6, 0.1, 0.1], [-1.8, 0.8, -0.4], [1.5, 0.5, -0.3], [-0.3, -1.0, 0.7], [0.2, 0.6, -0.9], [0.5, 0.0, 0.0], [0.1, 0.1, 0.1], [0.3, 0.0, 0.2], [-0.8, 0.1, -0.9], [-0.4, -0.5, 0.5], [-0.2, 0.0, 0.0], [0.0, 0.0, 0.0], [0.0, -0.4, -0.2], [0.2, 0.0, 0.1], [0.3, 0.2, 0.1], [-0.1, 0.3, -0.1], [0.1, 0.3, 0.0], [-0.1, 0.0, -0.1], [0.2, -0.1, 0.1], [0.2, 0.2, 0.1], [-0.2, 0.0, 0.0], [-0.1, -0.1, 0.2], [0.2, 0.1, 0.1], [-0.4, -0.1, 0.1], [0.1, -0.3, 0.0], [0.1, 0.7, 0.0], [0.2, -0.5, -0.1], [-0.5, -0.2, -0.2], [0.1, 0.2, 0.0], [0.5, -0.3, -0.9], [-0.5, 0.4, 0.5], [0.2, -1.0, -0.4], [-0.5, 0.5, 0.4], [-0.2, 0.2, -0.1], [0.2, 0.3, -0.3], [0.2, -0.2, -0.4], [0.0, -0.3, 0.2], [-0.1, -0.2, 0.0], [-0.1, 0.1, 0.0], [-0.6, 0.4, 1.0], [0.0, 0.0, -0.1], [0.1, -0.1, 0.0], [-0.1, 0.2, 0.1], [0.1, -0.2, 0.0], [-0.3, 0.1, 0.1], [0.1, 0.1, -0.1], [-0.2, -0.2, 0.3], [0.0, 0.0, 0.1], [0.0, -0.1, 0.1], [0.1, 0.1, 0.0], [0.3, 0.3, 0.1], [-0.2, 0.3, 0.1], [0.2, 0.2, -0.2], [0.2, -0.1, -0.2], [0.0, -0.3, 0.0], [-0.1, -0.3, 0.2]], "lowdin_charge": [0.044, -0.226, 0.017, -0.057, -0.017, -0.198, 0.072, -0.027, 0.058, -0.175, 0.078, -0.206, 0.059, 0.027, -0.068, -0.021, 0.057, 0.124, 0.114, 0.119, 0.134, 0.097, 0.118, 0.069, 0.124, 0.108, 0.114, 0.134, -0.080, -0.221, -0.075, -0.218, -0.089, -0.417, -0.014, -0.400, -0.135, -0.040, -0.092, -0.102, -0.092, -0.034, -0.021, -0.040, 0.075, 0.059, 0.076, 0.115, 0.101, 0.119, 0.111, 0.073, 0.082, 0.058, 0.043, 0.094, 0.097, 0.095, 0.097, 0.108], "homo_lumo_gap_ev": 3.8, "homo_energy_ev": -6.6}

Record-wise DFT total energy values, in Ha: -2628.8635, -640.7928, -1994.6949, -1077.1148, -1488.0133